[1]
68
Properties=species:S:1:pos:R:3:mulliken_charge:R:1 method="wB97M-V/def2-TZVPD" total_charge=+3 homo_lumo_gap_ev=6.831 lumo_energy_ev=-11.0 homo_ev=-17.87 mol_weight_g_mol=731.5
Ta 0.1064 -0.3446 -0.6538 1.289
S -1.7971 -1.1909 0.5160 -0.524
F 0.9574 -1.9902 0.6859 -0.045
F 4.4642 -5.1474 -1.9276 -0.236
F 2.3602 -3.9214 2.0953 -0.241
F 3.1307 -3.2958 -3.2594 -0.261
O 4.4823 3.6562 2.2313 -0.468
O 2.5876 4.6709 1.6663 -0.447
O 0.0921 3.5882 0.4049 -0.586
O -0.3303 1.4912 -0.3362 -0.444
N -1.3808 -0.3983 3.0050 -0.161
N 1.1967 -1.5710 -1.7838 0.953
N 1.8516 0.5620 0.2364 -0.076
N 3.1017 0.1833 0.5775 -0.193
N -0.8485 -0.1585 -2.6390 0.288
N -2.9287 0.8824 1.7850 0.103
C 3.6218 -4.4039 -1.2503 0.060
C 3.7792 1.1930 1.1154 -0.347
C 0.4566 2.4780 0.2309 0.870
C -3.0010 1.1887 -2.3002 -1.014
C -2.1997 -1.5064 -4.3624 -1.352
C 1.7684 1.8679 0.5684 -0.607
C 2.5696 -3.8023 0.7966 -0.216
C -3.7025 1.6123 2.8284 -0.739
C -1.6925 -1.3941 -2.9328 -0.728
C 3.4629 -4.6053 0.1089 -0.425
C -2.0465 -0.0770 1.9162 0.830
C 1.2786 -1.2840 -3.2291 -0.866
C 0.3585 -0.1100 -3.5211 -1.417
C 1.8893 -2.8489 0.0786 0.056
C -1.1830 0.3776 4.2537 -0.300
C 2.0045 -2.6190 -1.2834 -0.031
C 0.2399 0.1815 4.7407 -1.381
C -3.3319 3.0813 2.8907 -1.006
C 3.4050 3.6312 1.7255 0.425
C -1.6414 1.1014 -2.9536 -0.699
C 2.9200 -3.4221 -1.9576 0.501
C 2.9434 2.3167 1.1337 0.483
H -4.7476 1.4794 2.5494 0.410
H 0.3970 0.7739 5.6404 0.409
H 0.8549 0.8490 -3.3389 0.480
H -1.0116 1.9437 -2.6736 0.489
H 0.4357 -0.8600 4.9985 0.446
H 4.7985 1.0968 1.4623 0.610
H -0.9161 -1.2975 2.9830 0.320
H 0.0762 -0.1345 -4.5725 0.593
H -3.4243 2.1649 -2.5338 0.472
H -1.3857 1.4223 4.0366 0.217
H -2.7532 -2.4419 -4.4402 0.456
H 0.9638 0.5069 3.9907 0.249
H -3.5626 1.0960 3.7731 0.411
H -3.2291 1.0682 0.8387 0.104
H -1.4002 -1.5538 -5.0999 0.313
H -1.7448 1.1238 -4.0388 0.695
H -3.9914 3.5880 3.5937 0.381
H -3.6983 0.4370 -2.6646 0.388
H 1.7464 4.5068 1.2118 0.352
H -1.0859 -2.2650 -2.6802 0.508
H 2.2953 -1.0228 -3.5236 0.681
H -1.9014 0.0281 4.9957 0.376
H 3.4285 -0.7608 0.4068 0.060
H -2.5311 -1.3600 -2.2405 0.565
H 4.0211 -5.3807 0.6185 0.565
H 0.9986 -2.1767 -3.7903 0.589
H -3.4545 3.5619 1.9196 0.366
H -2.3046 3.2333 3.2234 0.266
H -2.8839 -0.7043 -4.6308 0.332
H -2.9346 1.1053 -1.2159 -0.148



[2]
62
Properties=species:S:1:pos:R:3:mulliken_charge:R:1 method="wB97M-V/def2-TZVPD" smiles="CCN(CC)S(=O)(=O)c1ccc(N2CCN(C)CC2)c(NC(=O)Nc2ccccc2F)c1" homo_lumo_gap_ev=8.125 e_above_lowest_ev=2.441 lumo_energy_ev=0.4 homo_ev=-7.71 mol_weight_g_mol=463.6
S -4.6391 -0.3157 0.8408 1.276
F 3.9417 -3.3899 2.2114 -0.333
O 1.4958 -0.2944 -0.7426 -0.622
O -4.7316 -0.9501 2.1248 -0.743
O -5.6577 0.6337 0.4781 -0.693
N 2.3665 -1.6885 0.8542 -0.074
N -4.4845 -1.5287 -0.3016 0.318
N 0.4419 -0.5400 1.2699 -0.211
N 3.4328 3.1741 0.0512 0.048
N 0.7509 2.1672 0.3635 0.494
C 1.4381 -0.8059 0.3492 0.377
C -1.6423 2.2748 0.0236 -0.650
C 4.3505 -3.0151 0.9674 0.536
C -1.9359 -0.2590 1.0713 -0.460
C -0.4911 1.5909 0.4481 0.321
C -6.6758 -2.6768 -0.0437 -1.019
C -2.9012 1.7223 0.1344 -0.635
C 3.6274 4.4771 0.6493 -0.930
C -0.6658 0.2729 0.9364 0.103
C -5.1530 -2.7763 0.0001 -0.671
C 1.6635 2.1733 1.4881 -0.727
C 2.4697 3.1468 -1.0295 -1.232
C 3.1176 2.1209 0.9945 -0.765
C 3.5404 -2.1312 0.2508 -0.038
C 1.0075 3.2476 -0.5614 -0.918
C -3.1228 -1.3036 -2.3294 -0.868
C 5.5326 -3.5125 0.4672 -0.567
C 5.1540 -2.2461 -1.5299 -0.797
C 5.9380 -3.1215 -0.7987 -0.411
C -4.4780 -1.0570 -1.6705 -0.719
C 3.9670 -1.7522 -1.0184 -0.147
C -3.0467 0.4635 0.6836 -0.496
H -4.6992 0.0130 -1.6533 0.416
H -3.7820 2.2646 -0.1700 0.557
H -7.1208 -3.6278 0.2384 0.406
H 6.8614 -3.5015 -1.2063 0.377
H -4.7886 -3.5340 -0.6999 0.382
H 4.4340 4.4062 1.3785 0.319
H -7.0015 -1.9090 0.6536 0.300
H 1.5119 3.0977 2.0699 0.492
H 2.5892 2.1902 -1.5452 0.292
H -1.5462 3.2758 -0.3647 0.530
H 5.4675 -1.9396 -2.5158 0.387
H -2.3361 -0.7839 -1.7889 0.003
H 3.3583 -1.0742 -1.5921 0.516
H 2.2238 -2.0419 1.7906 0.280
H 1.4584 1.3306 2.1452 0.430
H 2.7427 4.8899 1.1536 0.325
H 0.3600 3.1381 -1.4307 0.600
H -7.0239 -2.4104 -1.0393 0.274
H 3.7999 2.1846 1.8447 0.436
H -2.0807 -1.2544 1.4630 0.345
H 3.2857 1.1718 0.4795 0.146
H -2.8946 -2.3665 -2.3332 0.275
H -3.1392 -0.9462 -3.3558 0.420
H -4.8398 -3.0457 1.0103 0.383
H 3.9315 5.1734 -0.1314 0.325
H 0.2502 -1.2431 1.9701 0.332
H 0.8236 4.2296 -0.0973 0.387
H 2.6928 3.9574 -1.7258 0.477
H 6.1165 -4.1927 1.0665 0.436
H -5.2653 -1.5525 -2.2464 0.406



Copy entry 2 word for word.
62
Properties=species:S:1:pos:R:3:mulliken_charge:R:1 method="wB97M-V/def2-TZVPD" smiles="CCN(CC)S(=O)(=O)c1ccc(N2CCN(C)CC2)c(NC(=O)Nc2ccccc2F)c1" homo_lumo_gap_ev=8.125 e_above_lowest_ev=2.441 lumo_energy_ev=0.4 homo_ev=-7.71 mol_weight_g_mol=463.6
S -4.6391 -0.3157 0.8408 1.276
F 3.9417 -3.3899 2.2114 -0.333
O 1.4958 -0.2944 -0.7426 -0.622
O -4.7316 -0.9501 2.1248 -0.743
O -5.6577 0.6337 0.4781 -0.693
N 2.3665 -1.6885 0.8542 -0.074
N -4.4845 -1.5287 -0.3016 0.318
N 0.4419 -0.5400 1.2699 -0.211
N 3.4328 3.1741 0.0512 0.048
N 0.7509 2.1672 0.3635 0.494
C 1.4381 -0.8059 0.3492 0.377
C -1.6423 2.2748 0.0236 -0.650
C 4.3505 -3.0151 0.9674 0.536
C -1.9359 -0.2590 1.0713 -0.460
C -0.4911 1.5909 0.4481 0.321
C -6.6758 -2.6768 -0.0437 -1.019
C -2.9012 1.7223 0.1344 -0.635
C 3.6274 4.4771 0.6493 -0.930
C -0.6658 0.2729 0.9364 0.103
C -5.1530 -2.7763 0.0001 -0.671
C 1.6635 2.1733 1.4881 -0.727
C 2.4697 3.1468 -1.0295 -1.232
C 3.1176 2.1209 0.9945 -0.765
C 3.5404 -2.1312 0.2508 -0.038
C 1.0075 3.2476 -0.5614 -0.918
C -3.1228 -1.3036 -2.3294 -0.868
C 5.5326 -3.5125 0.4672 -0.567
C 5.1540 -2.2461 -1.5299 -0.797
C 5.9380 -3.1215 -0.7987 -0.411
C -4.4780 -1.0570 -1.6705 -0.719
C 3.9670 -1.7522 -1.0184 -0.147
C -3.0467 0.4635 0.6836 -0.496
H -4.6992 0.0130 -1.6533 0.416
H -3.7820 2.2646 -0.1700 0.557
H -7.1208 -3.6278 0.2384 0.406
H 6.8614 -3.5015 -1.2063 0.377
H -4.7886 -3.5340 -0.6999 0.382
H 4.4340 4.4062 1.3785 0.319
H -7.0015 -1.9090 0.6536 0.300
H 1.5119 3.0977 2.0699 0.492
H 2.5892 2.1902 -1.5452 0.292
H -1.5462 3.2758 -0.3647 0.530
H 5.4675 -1.9396 -2.5158 0.387
H -2.3361 -0.7839 -1.7889 0.003
H 3.3583 -1.0742 -1.5921 0.516
H 2.2238 -2.0419 1.7906 0.280
H 1.4584 1.3306 2.1452 0.430
H 2.7427 4.8899 1.1536 0.325
H 0.3600 3.1381 -1.4307 0.600
H -7.0239 -2.4104 -1.0393 0.274
H 3.7999 2.1846 1.8447 0.436
H -2.0807 -1.2544 1.4630 0.345
H 3.2857 1.1718 0.4795 0.146
H -2.8946 -2.3665 -2.3332 0.275
H -3.1392 -0.9462 -3.3558 0.420
H -4.8398 -3.0457 1.0103 0.383
H 3.9315 5.1734 -0.1314 0.325
H 0.2502 -1.2431 1.9701 0.332
H 0.8236 4.2296 -0.0973 0.387
H 2.6928 3.9574 -1.7258 0.477
H 6.1165 -4.1927 1.0665 0.436
H -5.2653 -1.5525 -2.2464 0.406